C21H34ClHfIOP3 | wB97M-V/def2-TZVPD

Results
Charge   +3
LUMO   -9.8 eV
Relative energy (zero: lowest compared OMol25 entry of this formula, charge and spin)   0.0 kcal per mole
Frontier orbital gap   7.0 eV
HOMO   -16.9 eV

Cartesian coordinates (Å):
C 0.263 0.745 -6.883
C 0.302 2.057 -6.343
H 0.243 0.798 -7.992
H -0.650 0.263 -6.486
H 1.169 0.227 -6.521
O 0.319 3.095 -5.827
I 0.250 1.926 -2.467
Hf 0.389 -0.311 -1.151
P 2.958 -0.004 -1.094
C 3.678 1.447 -0.253
C 3.843 -1.414 -0.350
H 4.916 -1.269 -0.530
H 4.882 -0.043 -2.537
H 3.525 -2.348 -0.829
H 3.436 -0.708 -3.375
H 3.359 1.491 0.796
H 3.663 -1.499 0.727
C 3.802 0.083 -2.706
H 4.773 1.352 -0.305
H 3.632 1.062 -3.165
H 3.349 2.353 -0.777
P -2.207 -0.188 -0.899
C -3.037 1.151 0.012
C -3.161 -0.149 -2.451
H -2.583 -2.572 -0.648
H -3.994 -1.568 -0.116
H -2.536 -1.754 0.928
C -2.898 -1.669 -0.105
H -2.840 -0.940 -3.140
H -4.228 -0.261 -2.210
H -4.113 1.071 -0.198
H -2.644 2.118 -0.326
H -3.021 0.807 -2.963
H -2.846 1.034 1.084
Cl 0.440 -2.315 -2.359
C 2.015 0.119 2.584
P 0.557 -0.107 1.518
C -0.092 -1.678 2.239
C -0.671 -1.787 3.512
C -1.379 -2.938 3.867
C -1.383 -4.046 3.023
C -0.629 -4.017 1.845
C 0.061 -2.861 1.482
C -0.462 1.330 2.125
C -0.121 2.584 1.571
C -0.817 3.726 1.959
C -1.801 3.638 2.952
C -2.110 2.407 3.534
C -1.467 1.250 3.098
H 2.878 -0.457 2.236
H 1.718 -0.244 3.576
H 2.302 1.175 2.655
H -0.548 -0.972 4.232
H -1.921 -2.956 4.810
H -1.954 -4.937 3.291
H -0.567 -4.918 1.224
H 0.727 -2.897 0.611
H 0.694 2.664 0.838
H -0.568 4.693 1.511
H -2.305 4.537 3.301
H -2.840 2.330 4.337
H -1.753 0.296 3.528


C38H47BF10N3O32 | wB97M-V/def2-TZVPD

Results
Charge   +1
LUMO   -5.1 eV
Frontier orbital gap   7.2 eV
HOMO   -12.3 eV

Cartesian coordinates (Å):
C -5.667 -3.624 4.540
O -5.321 -4.249 3.284
B -6.244 -4.919 2.565
O -6.917 -6.009 3.062
C -6.654 -4.377 1.095
C -7.949 -4.427 0.597
C -9.146 -4.935 1.348
C -9.631 -3.936 2.405
O -10.734 -4.573 3.006
C -9.960 -2.539 1.863
N -8.902 -1.580 2.192
C -8.176 -3.919 -0.685
N -7.136 -3.456 -1.334
F -7.347 -2.997 -2.579
N -5.918 -3.363 -0.962
C -5.665 -3.801 0.265
O -4.409 -3.727 0.648
C -4.006 -2.460 1.234
C -3.775 -1.356 0.209
C -2.876 -1.764 -0.936
O -3.203 -0.248 0.908
H -5.048 -2.734 4.636
H -5.461 -4.309 5.363
H -6.721 -3.341 4.567
H -6.611 -6.880 2.786
H -9.968 -5.087 0.642
H -8.935 -5.886 1.832
H -8.814 -3.800 3.135
H -10.952 -4.130 3.835
H -10.895 -2.208 2.322
H -10.166 -2.576 0.781
H -8.878 -0.798 1.550
H -7.984 -2.009 2.182
H -9.137 -3.887 -1.179
H -3.070 -2.658 1.759
H -4.756 -2.174 1.980
H -4.747 -1.019 -0.188
H -3.420 -2.408 -1.628
H -2.536 -0.873 -1.470
H -1.987 -2.292 -0.585
H -3.794 -0.027 1.641
C 2.313 0.299 -2.568
C 1.066 1.120 -2.304
O 0.150 0.128 -1.835
C 0.886 -0.871 -1.284
O 0.428 -1.721 -0.578
O 2.169 -0.753 -1.603
F 0.560 1.692 -3.418
H 2.303 -0.127 -3.571
H 3.236 0.840 -2.407
H 1.177 1.886 -1.535
C 7.285 2.124 -2.353
C 6.190 1.202 -1.868
O 5.478 0.939 -3.064
C 6.353 1.048 -4.110
O 6.139 0.656 -5.205
O 7.477 1.674 -3.700
F 5.355 1.799 -0.982
H 6.938 3.158 -2.353
H 8.204 2.045 -1.790
H 6.535 0.260 -1.440
C 4.619 6.584 -2.810
C 4.486 5.411 -1.860
O 5.825 5.200 -1.449
C 6.488 6.390 -1.548
O 7.543 6.609 -1.057
O 5.758 7.266 -2.267
F 4.026 4.292 -2.471
H 4.844 6.238 -3.820
H 3.757 7.239 -2.825
H 3.873 5.602 -0.978
C 0.763 0.182 2.005
C -0.495 0.999 2.148
O -0.008 2.328 2.204
C 1.171 2.361 1.523
O 1.715 3.350 1.158
O 1.609 1.104 1.292
F -1.173 0.726 3.295
H 1.205 -0.048 2.975
H 0.618 -0.723 1.435
H -1.184 0.901 1.308
C -5.492 2.006 -1.842
C -4.261 2.274 -0.998
O -4.696 3.334 -0.165
C -6.046 3.235 -0.023
O -6.692 3.792 0.793
O -6.545 2.369 -0.948
F -3.208 2.675 -1.742
H -5.506 2.652 -2.721
H -5.598 0.968 -2.145
H -3.954 1.440 -0.364
C 1.902 -5.851 -2.480
C 1.955 -5.000 -1.224
O 2.615 -3.843 -1.678
C 2.370 -3.706 -3.011
O 2.556 -2.713 -3.624
O 1.856 -4.857 -3.506
F 2.681 -5.576 -0.232
H 2.814 -6.442 -2.579
H 1.032 -6.497 -2.543
H 0.982 -4.716 -0.818
C 12.073 0.258 -1.321
C 10.859 1.133 -1.083
O 9.881 0.192 -0.688
C 10.522 -0.880 -0.128
O 9.989 -1.723 0.505
O 11.843 -0.814 -0.403
F 10.428 1.757 -2.207
H 12.071 -0.128 -2.342
H 13.020 0.745 -1.109
H 10.978 1.878 -0.294
C 1.682 -5.014 3.667
C 2.256 -3.737 4.253
O 1.620 -2.741 3.464
C 0.444 -3.240 3.013
O -0.414 -2.592 2.510
O 0.395 -4.575 3.207
F 3.590 -3.644 4.097
H 2.279 -5.345 2.816
H 1.571 -5.820 4.385
H 2.011 -3.563 5.302
C 4.871 11.088 0.052
C 3.855 10.120 0.630
O 3.094 9.769 -0.513
C 3.885 9.922 -1.610
O 3.637 9.491 -2.687
O 4.996 10.613 -1.291
F 3.048 10.694 1.548
H 4.469 12.102 0.046
H 5.835 11.070 0.550
H 4.285 9.214 1.061


C25H28F5O3Rh | wB97M-V/def2-TZVPD

Results
Expectation value of S²   6.027
Charge   0
LUMO (alpha / beta)   0.5 / -2.5 eV
Multiplicity   5
Frontier orbital gap (alpha / beta)   7.7 / 5.1 eV
HOMO (alpha / beta)   -7.2 / -7.6 eV

Cartesian coordinates (Å):
O -3.382 -0.825 -3.270
C -4.712 -0.951 -2.692
C -5.392 -1.136 -4.045
H -5.005 -0.024 -2.184
H -4.774 -1.822 -2.030
C -3.970 -0.864 -4.607
H -6.141 -0.380 -4.281
H -5.782 -2.144 -4.206
C -3.844 0.476 -5.307
H -4.288 1.287 -4.712
H -4.344 0.439 -6.284
H -2.787 0.714 -5.479
C -3.371 -1.991 -5.414
H -3.408 -2.930 -4.849
H -2.331 -1.745 -5.663
H -3.923 -2.115 -6.352
Rh 1.516 -1.077 1.650
C 3.336 -1.941 1.573
C 2.619 -2.343 2.745
C 1.380 -2.947 2.324
H 2.979 -2.272 3.776
C 1.338 -2.893 0.878
C 2.549 -2.272 0.425
H 2.838 -2.109 -0.614
H 4.342 -1.526 1.536
H 0.627 -3.364 2.988
H 0.541 -3.304 0.256
C 4.400 1.629 0.660
C 4.262 0.673 -0.395
C 2.944 0.792 -0.926
H 5.035 -0.009 -0.747
C 2.279 1.829 -0.210
C 3.161 2.328 0.790
H 2.928 3.130 1.487
H 5.301 1.805 1.245
H 2.530 0.225 -1.760
H 1.281 2.211 -0.400
O -0.264 0.721 0.252
C -0.329 0.054 -1.015
C -1.721 -0.520 -1.147
H 0.442 -0.742 -1.073
H -0.124 0.786 -1.818
C -2.590 0.305 -0.192
H -1.697 -1.570 -0.825
H -2.022 -0.464 -2.186
C -1.569 0.673 0.879
H -3.434 -0.262 0.208
H -2.971 1.216 -0.683
H -1.534 -0.111 1.666
H -1.759 1.639 1.384
F 3.507 3.026 7.152
C 2.973 2.530 6.019
C 1.660 2.865 5.663
F 0.951 3.717 6.433
C 1.103 2.314 4.526
F -0.130 2.685 4.128
C 1.791 1.324 3.756
O 1.151 0.759 2.785
C 3.149 1.100 4.107
F 3.951 0.338 3.317
C 3.727 1.667 5.223
F 5.013 1.395 5.532


C25H32N6O2S | wB97M-V/def2-TZVPD

Results
Charge   0
LUMO   0.7 eV
Relative energy (zero: lowest compared OMol25 entry of this formula, charge and spin)   2.9 kcal per mole
Frontier orbital gap   9.1 eV
HOMO   -8.4 eV

Cartesian coordinates (Å):
C -1.011 -2.172 2.852
C -2.502 -2.064 2.562
H -2.954 -1.353 3.254
H -2.970 -3.040 2.704
C -2.759 -1.603 1.119
C -2.436 -0.156 0.953
N -2.087 0.689 1.880
N -1.917 1.897 1.312
C -2.171 1.768 0.032
N -2.504 0.483 -0.257
C -2.718 -0.111 -1.550
C -1.651 -1.136 -1.860
C -0.335 -0.947 -1.453
C 0.623 -1.914 -1.703
C 0.276 -3.071 -2.381
C -1.028 -3.256 -2.810
C -1.989 -2.296 -2.544
H -3.010 -2.447 -2.864
H -1.302 -4.155 -3.342
H 1.024 -3.825 -2.570
H 1.637 -1.776 -1.361
H -0.051 -0.046 -0.926
H -3.703 -0.588 -1.555
H -2.703 0.696 -2.290
S -2.111 3.038 -1.157
C -1.143 4.283 -0.228
H -1.286 5.220 -0.763
H -1.546 4.332 0.781
C 0.317 3.853 -0.291
O 1.083 4.301 -1.113
N 0.606 2.891 0.625
C 1.622 1.935 0.550
C 1.492 0.803 1.354
C 2.392 -0.237 1.243
C 3.454 -0.152 0.350
C 3.598 0.991 -0.429
C 2.693 2.031 -0.334
H 2.795 2.904 -0.958
H 4.412 1.059 -1.135
C 4.329 -1.344 0.129
O 3.865 -2.370 -0.342
N 5.637 -1.217 0.446
C 6.219 -0.068 1.090
H 6.778 -0.388 1.973
H 6.910 0.443 0.413
H 5.444 0.630 1.398
C 6.544 -2.309 0.184
H 7.353 -1.978 -0.471
H 6.972 -2.685 1.116
H 5.982 -3.104 -0.303
H 2.267 -1.128 1.841
H 0.662 0.734 2.043
H -0.151 2.642 1.265
N -4.115 -1.805 0.608
C -5.144 -1.209 1.437
H -5.336 -1.773 2.360
H -6.070 -1.166 0.862
H -4.852 -0.195 1.704
C -4.417 -3.182 0.286
H -4.508 -3.830 1.169
H -5.365 -3.209 -0.252
H -3.636 -3.579 -0.362
H -2.094 -2.166 0.451
H -0.547 -1.194 2.767
H -0.850 -2.544 3.861
H -0.528 -2.850 2.151


C29H26AgN7 | wB97M-V/def2-TZVPD

Results
Charge   0
LUMO   0.3 eV
Frontier orbital gap   6.6 eV
HOMO   -6.3 eV

Cartesian coordinates (Å):
Ag -0.211 1.857 0.099
C -3.677 -1.423 5.483
C -2.766 -1.105 4.356
C -1.540 -1.739 4.194
C -0.781 -1.407 3.098
C -1.195 -0.447 2.080
N -0.388 -0.238 1.001
C 0.442 -1.234 0.532
C 0.048 -2.612 0.380
C 0.815 -3.563 -0.225
C 2.012 -3.165 -0.827
C 2.711 -4.095 -1.777
C 2.459 -1.850 -0.638
C 1.732 -0.883 0.120
N 2.491 0.307 0.481
C 3.644 0.226 1.231
C 3.977 1.500 1.708
C 2.943 2.288 1.144
N 2.066 1.605 0.418
C -2.408 0.212 2.335
C -3.185 -0.159 3.433
N -2.920 1.144 1.438
C -4.263 1.277 1.036
C -4.393 2.399 0.314
C -3.126 3.061 0.329
N -2.257 2.285 0.953
H -3.448 -2.376 5.988
H -4.668 -1.455 5.239
H -3.615 -0.647 6.254
H -1.189 -2.503 4.904
H 0.149 -1.894 3.031
H -0.930 -2.969 0.739
H 0.397 -4.517 -0.263
H 2.616 -3.610 -2.738
H 2.283 -5.137 -1.818
H 3.859 -4.087 -1.729
H 3.435 -1.494 -1.064
H 4.150 -0.718 1.346
H 4.760 1.713 2.413
H 2.807 3.343 1.312
H -4.118 0.295 3.675
H -4.987 0.507 1.208
H -5.277 2.838 -0.069
H -2.889 4.018 -0.057
N -1.462 0.094 -2.203
C -0.201 0.165 -2.774
C 0.596 -0.929 -3.011
C 1.893 -0.838 -3.508
C 2.349 0.389 -3.998
C 1.554 1.533 -3.692
C 2.019 2.779 -4.019
C 1.281 3.885 -3.726
C 0.076 3.728 -2.960
N -0.444 2.577 -2.628
C 0.274 1.465 -3.039
H -1.632 -0.582 -1.519
H -1.917 0.989 -2.022
H 0.170 -1.923 -2.682
H 2.474 -1.740 -3.599
H 3.305 0.516 -4.456
H 2.968 2.891 -4.550
H 1.593 4.852 -4.131
H -0.462 4.601 -2.553


C53H54GeN2P2PdS | wB97M-V/def2-TZVPD

Results
Expectation value of S²   0.757
Charge   +1
LUMO (alpha / beta)   -2.8 / -4.0 eV
Relative energy (zero: lowest compared OMol25 entry of this formula, charge and spin)   0.0 kcal per mole
Multiplicity   2
Frontier orbital gap (alpha / beta)   6.9 / 6.1 eV
HOMO (alpha / beta)   -9.8 / -10.1 eV

Cartesian coordinates (Å):
Pd -0.119 -0.004 -0.027
C 2.926 3.384 4.037
C 3.191 2.061 4.353
C 2.385 1.050 3.848
C 1.310 1.338 3.008
C 1.064 2.676 2.697
C 1.857 3.689 3.208
Ge 0.086 -0.064 2.428
C 0.708 -1.806 3.086
C 2.010 -2.270 2.863
C 2.452 -3.471 3.393
C 1.602 -4.244 4.169
C 0.317 -3.797 4.422
C -0.120 -2.592 3.890
C -1.673 0.298 3.192
C -2.712 -0.625 3.082
C -3.913 -0.438 3.745
C -4.119 0.711 4.496
C -3.108 1.651 4.598
C -1.889 1.438 3.965
H 3.540 4.174 4.446
H 4.010 1.815 5.017
H 2.583 0.032 4.153
H 0.244 2.937 2.037
H 1.638 4.719 2.961
H 2.712 -1.684 2.283
H 3.465 -3.800 3.207
H 1.944 -5.182 4.584
H -0.348 -4.380 5.043
H -1.115 -2.257 4.140
H -2.577 -1.526 2.493
H -4.684 -1.194 3.688
H -5.058 0.865 5.010
H -3.253 2.542 5.194
H -1.097 2.160 4.105
C 4.484 3.195 -3.694
C 4.069 2.876 -2.298
C 4.913 2.784 -1.224
C 4.354 2.431 0.022
N 3.050 2.233 0.199
C 2.223 2.353 -0.835
S 0.523 2.251 -0.722
N 2.750 2.643 -2.064
C 5.212 2.254 1.233
H 5.563 3.304 -3.752
H 4.021 4.125 -4.026
H 4.175 2.398 -4.373
H 5.970 2.952 -1.343
H 2.076 2.694 -2.821
H 6.270 2.362 1.014
H 5.014 1.274 1.667
H 4.913 2.987 1.983
C 3.711 -1.138 -1.561
C 2.190 -1.174 -1.410
C 1.673 -2.589 -1.661
C 1.782 -0.723 -0.011
H 4.022 -1.500 -2.541
H 4.182 -1.775 -0.810
H 4.108 -0.130 -1.428
H 1.761 -0.497 -2.165
H 2.212 -3.289 -1.019
H 1.818 -2.904 -2.694
H 0.609 -2.680 -1.429
H 2.438 0.029 0.429
H 1.758 -1.600 0.641
C -4.210 0.069 0.165
P -2.535 0.376 -0.505
C -2.679 1.987 -1.325
C -2.821 2.177 -2.695
C -2.874 3.461 -3.214
C -2.798 4.560 -2.371
C -2.665 4.376 -1.003
C -2.592 3.094 -0.483
C -2.174 -0.863 -1.780
C -1.149 -0.590 -2.692
C -0.748 -1.545 -3.615
C -1.332 -2.802 -3.612
C -2.307 -3.103 -2.667
C -2.725 -2.146 -1.757
P -5.585 -0.476 -0.968
C -5.850 0.958 -2.070
C -6.119 2.244 -1.602
C -6.384 3.271 -2.487
C -6.397 3.022 -3.856
C -6.137 1.749 -4.332
C -5.864 0.721 -3.439
C -7.042 -0.249 0.129
C -8.283 -0.530 -0.449
C -9.451 -0.413 0.281
C -9.403 -0.024 1.614
C -8.181 0.254 2.200
C -7.009 0.146 1.461
H -4.458 0.999 0.694
H -4.130 -0.696 0.939
H -2.903 1.328 -3.359
H -2.999 3.599 -4.279
H -2.847 5.559 -2.780
H -2.602 5.228 -0.341
H -2.457 2.958 0.585
H -0.706 0.405 -2.726
H 0.026 -1.306 -4.332
H -1.025 -3.548 -4.330
H -2.757 -4.085 -2.647
H -3.505 -2.397 -1.050
H -6.143 2.437 -0.536
H -6.594 4.264 -2.115
H -6.619 3.823 -4.547
H -6.158 1.552 -5.395
H -5.671 -0.280 -3.809
H -8.335 -0.839 -1.487
H -10.401 -0.630 -0.188
H -10.315 0.061 2.188
H -8.134 0.564 3.235
H -6.075 0.392 1.941


Number 1: E -2724.9536 Ha. Number 2: E -5071.5316 Ha. Number 3: E -1804.6648 Ha. Number 4: E -1849.0929 Ha. Number 5: E -1650.8895 Ha. Number 6: E -5447.0520 Ha.